Computed, not measured: a cluster of 9 separate species, C18H54O9 in total in a non-equilibrium geometry, with wB97M-V/def2-TZVPD.

```
81
Properties=species:S:1:pos:R:3:forces:R:3
C -14.778 -0.546 7.030 -1.74 1.20 0.42
C -13.960 -1.289 6.046 0.55 -1.21 0.18
O -14.581 -2.584 5.885 -0.05 0.29 0.24
H -14.900 -1.030 7.999 0.26 -0.45 -0.19
H -15.785 -0.403 6.638 -0.22 -0.19 -0.04
H -14.486 0.474 7.282 0.66 -0.01 -0.35
H -12.979 -1.399 6.508 0.40 -0.21 -0.36
H -13.860 -0.843 5.056 -0.06 0.44 0.16
H -14.061 -3.131 5.292 0.17 0.08 -0.08
C -15.013 -10.794 5.153 0.48 -0.69 -0.23
C -13.929 -9.899 5.712 -0.06 0.82 0.00
O -12.626 -10.214 5.177 -0.83 0.20 0.14
H -14.874 -10.875 4.075 0.07 -0.14 -0.07
H -16.065 -10.549 5.294 0.23 0.44 0.45
H -14.830 -11.760 5.623 -0.31 -0.39 -0.29
H -13.900 -9.951 6.801 0.01 -0.11 0.12
H -14.142 -8.858 5.469 0.27 0.07 -0.13
H -12.596 -11.169 5.082 0.15 -0.15 0.00
C -12.784 -5.444 0.591 0.61 0.82 -1.04
C -12.339 -6.440 1.593 -0.14 -0.83 1.22
O -12.083 -5.825 2.882 -0.34 0.11 -0.76
H -13.039 -5.889 -0.371 -0.14 -0.49 0.14
H -11.926 -4.826 0.325 -0.17 0.56 0.22
H -13.645 -4.841 0.878 0.20 0.01 0.31
H -11.429 -6.967 1.304 0.05 0.08 -0.39
H -13.119 -7.195 1.688 -0.10 -0.20 0.28
H -11.728 -6.506 3.457 0.00 -0.06 0.05
C -16.511 -5.797 13.020 -0.14 1.23 -0.64
C -15.091 -5.710 12.408 -1.51 -0.44 0.81
O -14.936 -6.835 11.572 0.57 -0.31 -0.25
H -16.752 -6.811 13.338 0.20 0.13 0.06
H -17.243 -5.462 12.285 -0.15 -0.44 -0.36
H -16.694 -5.066 13.808 0.38 -0.19 0.46
H -14.423 -5.741 13.268 0.60 -0.07 -0.50
H -14.940 -4.844 11.763 0.03 0.50 0.64
H -15.314 -6.548 10.737 0.00 -0.42 -0.26
C -7.964 -1.260 4.566 -0.60 0.28 -0.10
C -8.131 -0.686 5.982 0.86 1.08 -1.80
O -6.937 0.101 6.309 -0.73 -1.17 0.47
H -7.915 -0.485 3.801 0.20 0.32 0.21
H -8.893 -1.776 4.326 0.07 -0.50 -0.03
H -7.098 -1.902 4.404 -0.11 -0.11 0.39
H -8.404 -1.507 6.644 0.68 0.33 0.61
H -8.966 0.013 5.930 -0.24 -0.13 0.24
H -7.152 1.034 6.241 -0.14 -0.10 0.02
C -19.070 -4.768 7.293 -1.69 0.07 -0.60
C -18.305 -5.985 6.906 0.23 0.81 -0.90
O -17.037 -5.961 7.465 1.45 -0.65 1.18
H -18.629 -3.805 7.032 0.64 -0.10 0.70
H -19.440 -4.922 8.307 0.24 0.80 0.13
H -19.939 -4.731 6.637 -0.53 -0.22 0.11
H -18.134 -5.967 5.830 -0.65 -0.56 -0.36
H -18.853 -6.859 7.258 0.31 -0.20 -0.28
H -16.557 -5.221 7.086 0.07 0.09 0.03
C -17.538 6.435 8.806 -1.28 -0.17 0.73
C -16.227 6.206 9.559 -0.93 0.89 -1.77
O -15.286 6.796 8.635 0.69 -0.56 0.50
H -18.386 5.979 9.318 -0.10 -0.19 0.25
H -17.593 6.045 7.790 0.64 -0.15 0.07
H -17.805 7.489 8.735 0.34 0.14 0.07
H -16.079 5.135 9.696 0.52 0.04 -0.13
H -16.259 6.677 10.542 0.21 0.15 -0.07
H -14.817 7.555 8.989 -0.10 -0.15 0.36
C -10.618 3.896 9.902 0.20 -1.07 1.14
C -9.603 2.953 10.653 0.53 1.00 -2.44
O -9.226 3.446 11.900 -0.66 0.48 1.26
H -10.978 3.426 8.987 0.21 -0.16 -0.04
H -10.216 4.874 9.636 0.07 -0.07 0.34
H -11.484 3.973 10.559 -0.11 0.44 -0.07
H -8.675 3.008 10.083 0.06 -0.41 -0.57
H -9.948 1.922 10.576 -0.21 -0.04 0.64
H -9.035 2.764 12.547 -0.10 -0.17 -0.25
C -19.213 -2.282 2.060 0.13 -1.20 0.48
C -19.021 -0.847 2.367 0.97 0.59 -0.31
O -19.285 -0.194 1.156 -0.56 0.96 -0.68
H -20.235 -2.461 1.723 -0.18 -0.10 0.56
H -18.915 -2.824 2.957 -0.57 -0.47 0.06
H -18.620 -2.720 1.257 0.45 0.65 -0.08
H -18.009 -0.581 2.672 0.45 -0.44 0.07
H -19.616 -0.506 3.214 -0.66 -0.06 -0.12
H -19.122 0.748 1.238 -0.02 0.07 0.02
```
Positions in Å, forces in eV/Å.

energy relative to the best compared isomer or geometry (same formula, charge and spin)	517.73	kJ/mol
energy	-1395.16964	hartree
SMILES	CCO.CCO.CCO.CCO.CCO.CCO.CCO.CCO.CCO
gap between HOMO and LUMO	10.289	eV
net charge	0

Computed, not measured: an isolated molecule of C5H6N2 in a non-equilibrium geometry, with wB97M-V/def2-TZVPD.

```
13
Properties=species:S:1:pos:R:3:forces:R:3
N 1.764 -0.404 1.988 -0.76 -0.55 -0.53
C 0.963 -0.881 1.305 0.60 0.26 0.54
C 0.966 0.635 -1.065 -0.25 0.13 -0.17
C 0.028 -0.467 -0.913 -0.18 -0.26 0.07
C -0.015 -1.375 0.329 0.02 -0.14 0.07
C -1.109 1.558 0.134 0.02 0.08 0.00
N -0.186 0.928 -0.536 -0.09 0.02 -0.19
H 1.951 1.036 -1.158 0.19 0.01 0.21
H -0.547 -0.847 -1.764 -0.02 0.11 0.19
H -1.022 -1.344 0.761 0.16 0.07 0.02
H 0.164 -2.426 0.097 0.24 0.12 -0.11
H -2.059 1.063 0.263 0.11 0.00 0.07
H -0.897 2.523 0.559 -0.03 0.15 -0.17
```
Positions in Å, forces in eV/Å.

energy relative to the best compared isomer or geometry (same formula, charge and spin)	408.22	kJ/mol
energy	-303.48059	hartree
gap between HOMO and LUMO	8.304	eV
net charge	0

Computed, not measured: a cluster of 10 separate species, C6H31NO10 in total in a non-equilibrium geometry, with wB97M-V/def2-TZVPD.

```
48
Properties=species:S:1:pos:R:3:forces:R:3
C -0.026 2.196 2.168 0.39 -0.76 -0.86
C 0.232 0.831 2.823 -2.11 0.84 0.19
C -0.050 -0.344 1.899 2.23 -0.42 0.11
C 1.227 -0.572 1.017 -2.77 -2.55 -0.14
C 2.090 -1.648 1.696 1.89 1.11 -1.76
N 0.747 -1.162 -0.271 0.86 0.82 0.60
C 1.259 -0.753 -1.446 -0.48 -1.23 0.62
O 2.132 0.099 -1.544 -0.02 0.35 -0.49
H -1.095 2.354 2.001 0.08 0.08 0.31
H 0.381 2.126 1.156 0.22 0.55 0.10
H 0.431 3.014 2.726 -0.15 0.00 -0.15
H 1.238 0.764 3.224 0.12 -0.14 0.09
H -0.500 0.815 3.634 0.41 -0.36 0.44
H -0.923 -0.419 1.282 -0.60 1.25 -0.27
H -0.130 -1.247 2.505 0.07 -0.15 0.27
H 1.761 0.289 0.675 0.38 0.73 0.59
H 2.988 -1.579 1.056 0.27 -0.50 0.52
H 1.784 -2.689 1.618 -0.66 0.22 0.13
H 2.417 -1.400 2.692 -0.14 0.12 0.49
H -0.024 -1.812 -0.210 -0.08 -0.27 -0.61
H 0.869 -1.371 -2.275 0.03 0.52 -0.19
O 2.394 -3.924 -0.846 0.51 -0.21 -0.16
H 2.253 -2.999 -0.612 -0.40 -0.31 0.07
H 1.608 -4.442 -0.651 -0.10 0.42 0.01
O 0.547 2.042 -3.626 -0.24 -0.83 -1.58
H 0.788 1.438 -2.934 0.49 -0.34 0.93
H 0.405 1.386 -4.351 0.01 1.13 0.49
O -1.326 -3.370 -0.618 2.69 0.93 -0.61
H -1.115 -4.012 0.057 -1.75 -0.21 -0.07
H -2.108 -3.006 -1.030 -0.60 -1.02 0.68
O 3.027 2.737 -0.959 -0.74 0.33 -0.74
H 2.838 1.820 -1.250 0.59 0.18 0.79
H 3.449 2.826 -0.104 0.05 -0.69 0.02
O -2.035 -0.959 -1.956 0.93 -0.20 0.61
H -1.739 -0.007 -1.863 -0.45 -0.08 -0.10
H -2.848 -0.931 -2.437 -0.73 0.27 -0.57
O -3.106 -1.353 0.591 -0.12 0.00 0.07
H -2.521 -1.633 1.296 0.06 -0.28 0.12
H -2.592 -1.445 -0.234 -0.06 0.52 0.05
O 0.125 3.048 -1.036 1.16 0.84 0.61
H 1.067 2.910 -0.856 0.39 0.17 0.12
H 0.123 3.380 -1.933 0.10 0.51 -0.56
O -1.680 1.697 -1.750 -2.37 -1.26 0.35
H -0.833 2.083 -1.509 0.55 0.02 0.31
H -2.223 1.904 -0.956 0.13 -0.26 -0.65
O -3.616 1.340 0.847 -0.13 0.88 0.13
H -4.393 1.567 1.409 1.14 -0.99 -0.63
H -3.294 0.413 0.886 -1.07 0.26 0.33
```
Positions in Å, forces in eV/Å.

energy relative to the best compared isomer or geometry (same formula, charge and spin)	131.41	kJ/mol
energy	-1054.34723	hartree
SMILES	CCC[C@@H](C)NC=O.O.O.O.O.O.O.O.O.O
gap between HOMO and LUMO	10.166	eV
net charge	0

Computed, not measured: an isolated molecule of C4H8O2, with wB97M-V/def2-TZVPD.

```
14
Properties=species:S:1:pos:R:3:forces:R:3
C 0.750 -1.804 -0.517 -0.03 -0.02 0.08
C 0.621 -0.297 -0.431 0.25 0.15 -0.26
O 1.200 0.370 -1.262 -0.07 -0.24 0.18
C -0.190 0.432 0.660 0.36 0.26 -0.10
C -0.554 1.819 0.091 -0.11 -0.04 0.08
O -1.189 -0.361 1.284 -0.17 0.08 -0.24
H 1.819 -2.010 -0.612 -0.13 -0.05 0.06
H 0.293 -2.118 -1.462 -0.01 -0.01 0.17
H 0.329 -2.374 0.311 -0.02 0.18 -0.03
H 0.497 0.617 1.496 0.15 -0.06 -0.22
H 0.384 2.278 -0.240 -0.23 -0.08 0.15
H -1.008 2.478 0.834 -0.07 -0.27 0.01
H -1.185 1.775 -0.805 -0.03 -0.16 0.27
H -1.766 -0.806 0.653 0.10 0.27 -0.15
```
Positions in Å, forces in eV/Å.

energy relative to the best compared isomer or geometry (same formula, charge and spin)	102.83	kJ/mol
energy	-307.67327	hartree
SMILES	CC(=O)[C@@H](C)O
gap between HOMO and LUMO	10.276	eV
net charge	0